No. 1
ORCA calculation (ωB97M-V with the def2-TZVPD basis set) on a cluster of 7 separate species, C4H23N3O7 in total.

Atoms and positions in Å:
O1 1.9819 -0.1962 1.5779
O2 -0.7282 -0.8048 -2.5055
O3 -3.6767 -0.8638 -0.7362
O4 -0.6110 1.9466 1.6339
O5 -0.8259 -0.4636 2.6056
O6 -2.6031 -1.9117 1.4930
O7 -1.1201 -3.1156 -0.7491
N1 -0.6581 2.3263 -1.0992
N2 1.6915 2.0953 -0.1530
N3 1.0874 -1.5819 0.0016
C1 1.9485 0.6927 -0.5917
C2 0.7631 2.7517 -1.0736
C3 1.7333 -0.3750 0.4012
C4 3.4549 0.4907 -0.9295
H1 1.2017 2.9155 -2.1836
H2 -1.6434 -3.0892 -1.5182
H3 3.7414 -0.6250 -0.9139
H4 0.9625 3.8059 -0.8476
H5 0.0582 -0.3194 2.2828
H6 -2.4890 -1.3246 2.2956
H7 -1.1815 0.4978 2.8768
H8 3.6697 0.7086 -1.8181
H9 -1.6833 -3.2140 -0.0107
H10 -1.0628 2.6174 2.0760
H11 -1.6939 -1.8543 1.2018
H12 -1.0113 1.5089 -1.5950
H13 -1.3137 -0.7399 -1.7441
H14 -0.9188 -1.5588 -3.0401
H15 0.8630 -1.6752 -1.0054
H16 4.0190 1.0596 -0.1771
H17 -3.3836 -1.3178 0.0808
H18 0.8129 -2.3225 0.6123
H19 1.3519 0.4907 -1.5882
H20 -0.9812 2.0088 -0.1817
H21 0.4131 1.9209 1.4923
H22 -3.9488 0.0065 -0.7804
H23 2.6366 2.5339 -0.1543

Forces on atoms 1 to 2 (eV/Å):
0.30 0.26 0.52
0.96 1.32 0.26

Summary:
Kohn-Sham gap: 9.69 eV
ΔE to the lowest compared entry with this formula, charge and spin: 4.581 eV
Multiplicity: 1
Maximum force: 0.154 hartree/bohr
SMILES: C[C@H](NCN)C(N)=O.O.O.O.O.O.O


No. 2
ORCA calculation (ωB97M-V with the def2-TZVPD basis set) on a cluster of 7 separate species, C4H23NO6 in total.

Atoms and positions in Å:
O1 0.1968 -2.6606 -1.4393
O2 -0.2972 2.5113 0.1923
O3 2.9646 1.6021 -1.3931
O4 2.9831 -1.1126 -1.7831
O5 -2.1525 -1.5480 -2.9544
O6 2.7852 1.3823 1.2088
N1 -0.8863 -0.2121 0.8897
C1 -2.9524 0.7908 -0.0117
C2 -0.5817 -0.9067 2.1998
C3 -2.4595 -0.2287 0.8777
C4 -0.4824 0.1310 3.3656
H1 2.3732 -1.3421 -2.5417
H2 -2.3803 -1.2645 -2.0318
H3 2.9200 1.2168 0.3051
H4 0.1513 -0.3860 4.1523
H5 -0.9298 3.0787 0.7377
H6 2.5944 -0.6989 -0.8613
H7 -4.1781 0.9704 -0.0116
H8 -0.1544 1.2239 3.2263
H9 0.5001 -1.2948 1.9504
H10 -0.5288 0.7034 0.7957
H11 0.1204 -3.6399 -1.4560
H12 2.6498 2.4481 -1.8008
H13 -0.4642 2.8211 -0.8064
H14 0.2928 -2.3222 -0.5765
H15 -1.4934 0.1214 3.7641
H16 -2.6864 -1.2349 0.3362
H17 -2.8133 -0.3112 1.8746
H18 1.8860 1.7236 0.9471
H19 -2.9117 0.4418 -1.0917
H20 -1.1036 -1.8116 2.4695
H21 -2.5196 1.8143 0.0858
H22 -1.1914 -1.7035 -2.9113
H23 3.0870 0.8153 -2.0212

Forces on atoms 1 to 2 (eV/Å):
-0.41 -0.98 -2.09
-1.66 1.87 -1.98

Summary:
Kohn-Sham gap (spin up / spin down): 10.58 / 5.83 eV
ΔE to the lowest compared entry with this formula, charge and spin: 1.615 eV
Charge: +1
Multiplicity: 2
Maximum force: 0.150 hartree/bohr


No. 3
ORCA calculation (ωB97M-V with the def2-TZVPD basis set) on a cluster of 7 separate species, C4H23NO7 in total.

Atoms and positions in Å:
O1 0.8447 -1.5315 3.0020
O2 -0.8287 2.8667 -1.2150
O3 1.7646 -1.7059 -1.3995
O4 1.4564 0.8641 0.0096
O5 0.0671 0.9391 -3.2494
O6 2.7183 -1.1830 1.2365
O7 -0.2020 -3.2163 -0.9834
N1 -0.8943 0.1768 1.0541
C1 -2.3354 -0.0441 0.6701
C2 1.0512 1.8545 0.8686
C3 -2.5165 -0.2032 -0.8252
C4 -0.3207 1.4757 1.5841
H1 2.4298 -0.9551 -0.9327
H2 -2.6237 -1.0315 1.2986
H3 1.8431 2.0431 1.5051
H4 -2.8887 0.9277 0.9905
H5 -2.1556 0.8233 -1.0661
H6 1.7370 -1.3190 -2.3000
H7 -0.3368 1.4634 2.7024
H8 -0.7329 0.4602 -3.3530
H9 -0.3380 -0.0584 0.2293
H10 0.3895 -0.6552 2.8684
H11 0.5430 -3.4746 -0.4823
H12 1.9107 -1.2783 1.9314
H13 2.0672 0.1653 0.4696
H14 3.3585 -1.9501 1.0718
H15 -1.0180 1.9209 -1.3194
H16 0.5995 0.2749 -2.8552
H17 0.1352 -2.5141 -1.4175
H18 -0.7016 2.4953 1.3615
H19 -3.5298 -0.3460 -1.0570
H20 1.0666 2.8240 0.2117
H21 0.1990 -2.1521 2.7758
H22 -0.9419 3.0200 -2.1500
H23 -1.8164 -0.9764 -1.2352

Forces on atoms 1 to 2 (eV/Å):
1.05 2.96 0.65
-0.62 -0.65 -0.30

Summary:
Kohn-Sham gap: 9.06 eV
ΔE to the lowest compared entry with this formula, charge and spin: 4.360 eV
Multiplicity: 1
Maximum force: 0.103 hartree/bohr
SMILES: CCNCCO.O.O.O.O.O.O


No. 4
ORCA calculation (ωB97M-V with the def2-TZVPD basis set) on a cluster of 7 separate species, C4H23NO8 in total.

Atoms and positions in Å:
O1 -0.7173 -2.1750 4.1244
O2 3.3675 2.7299 1.8535
O3 -0.3127 -1.3014 -2.5223
O4 -0.6035 -0.6788 0.5276
O5 -2.1831 -2.7631 -2.0887
O6 -3.8633 -0.4334 -1.4329
O7 -1.2766 1.8688 -1.3866
O8 -2.6971 -2.1616 1.7205
N1 1.5074 0.2301 -0.2752
C1 0.8244 -0.6896 0.6170
C2 2.8925 1.4443 1.4868
C3 2.8850 2.2507 -0.8438
C4 2.0277 1.5637 0.2205
H1 3.0480 3.3376 -0.7185
H2 -3.3426 -1.4450 1.7392
H3 3.8402 0.8216 1.3940
H4 1.1948 -1.6835 0.1556
H5 -4.2435 0.3087 -1.9246
H6 -3.9757 -1.0834 -2.1458
H7 2.3570 1.0237 2.2980
H8 2.3290 1.9640 -1.7765
H9 -0.8264 -0.6087 -0.4213
H10 1.0786 2.1216 0.5530
H11 1.2615 -0.5787 1.5979
H12 1.0266 0.2962 -1.1551
H13 3.7986 1.7107 -0.9733
H14 -1.5415 1.3919 -0.5986
H15 0.4630 -1.1966 -3.0815
H16 -0.5611 -1.3382 3.6883
H17 -1.4190 -2.6095 3.6090
H18 -1.6215 -2.2564 -1.4688
H19 -3.0146 -2.9677 -1.5983
H20 -1.1120 -0.9488 -2.9267
H21 -0.8389 2.7019 -1.1483
H22 -2.3746 -2.2036 0.8193
H23 2.6235 3.3578 2.0825

Forces on atoms 1 to 2 (eV/Å):
-0.22 -0.52 0.14
-0.83 1.34 0.48

Summary:
Kohn-Sham gap: 8.96 eV
ΔE to the lowest compared entry with this formula, charge and spin: 2.145 eV
Multiplicity: 1
Maximum force: 0.077 hartree/bohr
SMILES: C[C@H](CO)NCO.O.O.O.O.O.O